Entry 1:
101
Properties=species:S:1:pos:R:3:forces:R:3 method="wB97M-V/def2-TZVPD" charge=0
C 1.1655 1.4684 5.8123 -0.04 0.00 0.09
O -0.1648 1.4324 5.3621 -0.03 -0.23 -0.11
C -0.3562 2.1753 4.1724 -0.05 0.26 0.24
C -1.5789 1.6715 3.4280 -0.30 0.15 -0.13
N -1.7319 2.5199 2.2298 0.03 -0.20 0.29
C -1.5916 0.1686 3.0911 0.10 0.21 0.23
C -0.2702 -0.5902 3.0312 0.00 -0.27 -0.55
C 0.7984 -0.2032 1.9860 -0.02 -0.17 0.43
C 0.3153 0.0725 0.5636 0.03 -0.15 0.14
S 0.8498 1.5603 -0.2971 -0.21 -0.49 -0.54
O -0.2685 2.4045 -0.5549 -0.01 0.31 0.20
O 1.6704 1.1561 -1.3968 0.22 -0.01 0.02
Cl 2.1290 2.5157 0.9841 -0.06 0.24 0.03
H 1.8524 1.0707 5.0563 0.04 0.06 -0.07
H 1.2367 0.8399 6.6972 -0.05 0.02 0.06
H 1.4675 2.4872 6.0728 0.09 0.04 -0.01
H 0.5337 2.1705 3.5371 0.01 -0.22 -0.06
H -0.5353 3.2262 4.4364 0.05 0.06 -0.08
H -2.4252 1.8527 4.0999 -0.03 -0.14 0.05
H -2.1692 1.9983 1.4822 0.03 0.00 -0.08
H -2.3702 3.2722 2.4542 0.16 0.30 -0.18
H -2.1524 0.0293 2.1626 0.01 -0.02 -0.05
H -2.1931 -0.3220 3.8577 0.03 -0.09 0.00
H -0.5248 -1.6378 2.8396 -0.07 0.00 0.06
H 0.2076 -0.5762 4.0081 0.02 0.04 0.07
H 1.4458 -1.0733 1.8968 0.17 0.06 0.12
H 1.4208 0.5964 2.3770 -0.11 0.14 -0.14
H -0.7679 0.0733 0.4496 -0.04 0.16 0.07
H 0.7086 -0.7068 -0.0860 0.05 0.11 -0.14
C 2.9192 -5.7698 -3.3701 -0.01 -0.07 0.03
O 3.7383 -6.0259 -2.2467 -0.06 0.08 -0.02
C 5.0398 -5.4562 -2.3031 0.11 -0.09 0.03
C 5.1879 -4.3017 -1.3357 -0.10 0.09 -0.01
N 4.3918 -3.1571 -1.7511 -0.10 -0.09 0.12
C 4.2631 -2.0853 -0.7699 0.00 0.04 -0.16
C 3.6548 -2.4078 0.5904 0.10 0.12 0.07
O 2.2735 -2.7270 0.5535 -0.07 -0.10 -0.10
C 1.9666 -4.0594 0.1794 -0.15 0.05 0.08
H 2.0576 -6.4318 -3.3010 -0.01 0.01 0.02
H 2.5554 -4.7365 -3.3996 0.04 0.01 -0.04
H 3.4490 -5.9799 -4.3036 0.00 0.02 -0.02
H 5.2787 -5.1421 -3.3236 -0.03 0.06 0.00
H 5.7461 -6.2396 -2.0158 -0.01 -0.01 -0.03
H 6.2409 -4.0055 -1.2995 0.01 0.00 0.02
H 4.9148 -4.6763 -0.3394 0.07 -0.02 0.02
H 3.4680 -3.4737 -2.0110 0.00 0.00 -0.04
H 3.6499 -1.3036 -1.2257 0.03 0.04 0.02
H 5.2531 -1.6490 -0.6004 0.02 -0.03 0.02
H 3.7338 -1.5015 1.1976 -0.04 -0.01 0.01
H 4.2011 -3.1927 1.1270 0.00 -0.06 -0.09
H 2.7116 -4.7645 0.5552 0.03 -0.01 -0.04
H 1.8749 -4.1724 -0.9040 0.07 -0.06 0.00
H 1.0000 -4.3058 0.6198 0.03 0.00 0.04
C 0.8806 6.1362 -2.0183 0.04 0.02 0.03
O 0.8214 7.3639 -1.3173 -0.04 -0.07 0.00
C -0.1485 8.2873 -1.7892 0.06 0.13 -0.02
C -1.3143 8.4175 -0.8320 -0.05 -0.11 0.04
N -2.1163 7.2045 -0.8107 0.10 -0.04 0.12
C -3.1166 7.1222 0.2468 -0.05 -0.04 -0.15
C -2.6659 7.2011 1.7023 -0.07 0.06 0.04
O -1.9063 6.0918 2.1371 -0.05 -0.02 0.06
C -0.5313 6.1293 1.8040 0.04 -0.26 0.06
H 1.7950 5.6330 -1.7093 0.00 0.00 0.02
H 0.0356 5.4775 -1.7915 -0.02 0.01 -0.04
H 0.9188 6.2994 -3.0994 -0.01 -0.01 -0.02
H -0.4964 8.0050 -2.7877 -0.04 -0.04 0.02
H 0.3451 9.2602 -1.8653 0.01 -0.01 -0.03
H -1.9443 9.2520 -1.1569 -0.01 0.02 0.02
H -0.9010 8.6774 0.1523 0.00 0.06 -0.01
H -1.5034 6.4037 -0.7398 0.00 -0.02 -0.02
H -3.6307 6.1663 0.1198 -0.05 0.02 0.01
H -3.8631 7.9069 0.0806 0.02 0.04 0.01
H -3.5714 7.2035 2.3148 0.02 -0.02 0.03
H -2.1316 8.1326 1.9288 0.05 0.00 -0.10
H -0.1282 7.1445 1.8527 -0.03 0.03 -0.04
H -0.3434 5.7034 0.8156 0.07 0.09 -0.02
H -0.0059 5.5063 2.5276 -0.02 0.01 0.02
C -1.3670 -6.8427 -1.4245 0.06 0.01 -0.03
O -1.2996 -6.0038 -2.5586 -0.02 0.03 0.08
C -2.4891 -5.9398 -3.3363 0.01 -0.02 -0.15
C -3.1834 -4.6023 -3.1974 -0.02 0.04 0.14
N -3.7595 -4.4266 -1.8717 0.13 0.06 -0.01
C -4.2257 -3.0762 -1.5683 -0.06 -0.13 0.05
C -3.2214 -1.9308 -1.6242 -0.08 0.14 -0.05
O -2.2423 -1.9588 -0.6001 0.06 -0.02 -0.01
C -1.1736 -2.8593 -0.8186 0.06 0.10 0.20
H -0.3492 -6.9751 -1.0598 0.01 0.02 -0.01
H -1.9692 -6.4109 -0.6168 -0.05 -0.03 -0.02
H -1.7773 -7.8241 -1.6791 -0.02 -0.01 0.02
H -3.1647 -6.7599 -3.0751 -0.02 0.03 0.06
H -2.1933 -6.0651 -4.3811 0.00 -0.03 0.00
H -3.9871 -4.5479 -3.9383 0.00 0.02 -0.02
H -2.4470 -3.8280 -3.4514 -0.01 0.00 -0.07
H -3.0815 -4.7016 -1.1748 0.00 -0.02 -0.01
H -4.6440 -3.0970 -0.5592 -0.04 0.01 -0.01
H -5.0508 -2.8374 -2.2474 0.02 0.01 -0.03
H -3.7749 -1.0005 -1.4780 0.02 0.00 0.02
H -2.7337 -1.8550 -2.6034 0.03 -0.07 0.00
H -0.9117 -2.9354 -1.8772 -0.03 -0.04 -0.02
H -1.3940 -3.8560 -0.4249 0.02 -0.04 -0.09
H -0.3092 -2.4792 -0.2750 -0.02 -0.03 -0.01

=====

Entry 2:
94
Properties=species:S:1:pos:R:3:forces:R:3 method="wB97M-V/def2-TZVPD" charge=0 relative_energy_kj_mol=0.0
C -6.8420 -1.0401 -1.8154 -0.02 0.06 -0.02
Si -7.0226 -1.9360 -0.1776 0.12 0.08 0.02
C -6.0377 -3.5205 -0.1969 0.00 -0.10 0.05
C -8.8214 -2.3446 0.1183 -0.13 -0.04 0.00
C -6.4812 -0.8027 1.2855 0.09 0.03 -0.03
C -5.7984 0.5383 0.9634 -0.08 -0.03 -0.09
C -4.2907 0.5375 0.6187 0.17 -0.06 0.01
C -3.5527 -0.7886 0.7340 -0.30 -0.05 0.01
O -3.3410 -1.2215 2.0894 0.16 0.04 0.03
S -4.5784 -1.0286 3.1264 0.12 -0.06 0.14
O -4.3081 -2.0056 4.1519 -0.13 0.14 -0.21
O -5.7255 -1.6733 2.1818 -0.13 -0.17 0.13
H -7.5061 -1.5104 -2.5446 0.05 0.01 -0.05
H -5.8228 -1.1010 -2.2044 0.02 -0.01 0.03
H -7.1108 0.0176 -1.7656 -0.06 -0.05 0.01
H -4.9771 -3.3896 -0.4154 -0.02 0.04 -0.04
H -6.4522 -4.1924 -0.9533 0.01 0.00 0.00
H -6.1073 -4.0180 0.7719 -0.01 0.00 -0.01
H -9.4353 -1.4430 0.1900 0.02 -0.01 -0.02
H -8.9551 -2.9108 1.0438 0.05 0.04 0.00
H -9.2220 -2.9543 -0.6959 0.02 0.03 0.01
H -7.4063 -0.5474 1.8158 0.00 -0.03 -0.01
H -6.3564 0.9478 0.1179 0.02 0.09 0.07
H -5.9637 1.2309 1.7894 0.01 -0.03 0.05
H -4.1339 0.8949 -0.4012 -0.04 -0.05 -0.03
H -3.7750 1.2450 1.2728 -0.01 0.05 -0.07
H -4.0957 -1.5842 0.2154 0.10 0.08 -0.04
H -2.5587 -0.7030 0.2999 -0.04 0.06 -0.03
C 2.6530 1.6080 0.6005 0.01 0.03 0.02
C 1.7144 1.1896 1.7206 -0.09 -0.03 0.05
N 0.8389 0.0950 1.3415 0.15 0.03 -0.03
C -0.2725 -0.1293 2.2492 -0.06 -0.04 -0.11
C 0.0256 -0.6536 3.6553 0.06 0.03 0.00
C 1.5044 -1.0957 0.8343 -0.02 0.03 -0.01
C 2.6044 -1.7239 1.6969 -0.03 0.01 0.03
H 2.0921 1.8530 -0.3033 0.00 -0.01 0.00
H 3.2228 2.4868 0.9067 -0.02 0.01 -0.01
H 3.3711 0.8238 0.3545 0.00 0.00 0.00
H 1.0656 2.0318 1.9790 0.03 0.01 0.00
H 2.3097 0.9779 2.6237 0.00 -0.03 0.00
H -0.9514 -0.8233 1.7520 -0.02 -0.01 0.08
H -0.8101 0.8213 2.3327 0.00 0.00 0.01
H 0.3154 -1.7042 3.6451 0.02 0.00 -0.02
H -0.8690 -0.5685 4.2740 0.00 -0.03 0.00
H 0.8238 -0.0846 4.1365 -0.02 0.01 0.01
H 1.9339 -0.8423 -0.1394 0.05 -0.03 0.00
H 0.7229 -1.8343 0.6348 0.04 -0.02 0.00
H 3.2823 -0.9638 2.0899 0.03 -0.02 -0.03
H 3.1988 -2.4129 1.0938 -0.02 -0.02 0.01
H 2.2025 -2.2790 2.5434 -0.01 0.03 0.02
C -1.2771 -2.8644 -1.5132 0.00 0.02 0.01
C -1.9013 -2.0507 -2.6355 -0.02 0.04 -0.05
N -1.6052 -0.6286 -2.5507 0.00 -0.09 0.05
C -2.3835 0.1793 -3.4755 0.05 0.03 0.04
C -2.1482 -0.0212 -4.9764 -0.01 -0.01 0.00
C -0.1914 -0.2899 -2.4328 0.00 0.03 0.05
C 0.7616 -0.8207 -3.5096 -0.02 0.00 -0.01
H -1.5569 -2.4631 -0.5389 0.01 -0.03 0.03
H -1.6156 -3.8995 -1.5722 -0.02 0.01 0.02
H -0.1878 -2.8725 -1.5716 0.00 -0.01 -0.02
H -2.9916 -2.1441 -2.5907 -0.01 -0.04 0.01
H -1.6005 -2.4986 -3.5960 0.01 0.03 -0.01
H -2.2036 1.2275 -3.2207 -0.03 0.01 -0.01
H -3.4391 -0.0172 -3.2599 -0.02 -0.01 0.00
H -1.1972 0.3993 -5.3015 0.00 0.00 0.01
H -2.9408 0.4714 -5.5426 0.02 0.01 -0.01
H -2.1588 -1.0782 -5.2459 -0.02 0.01 -0.01
H 0.1512 -0.6451 -1.4598 -0.02 0.02 -0.01
H -0.1231 0.7999 -2.3849 -0.01 -0.01 0.00
H 0.5566 -1.8673 -3.7424 0.03 0.00 0.02
H 1.7908 -0.7618 -3.1496 0.00 0.02 -0.02
H 0.7025 -0.2562 -4.4394 -0.02 -0.02 0.00
C 9.5425 2.4282 -0.3103 0.01 0.01 -0.02
C 8.4613 3.3356 0.2538 -0.06 0.02 0.00
N 7.1186 2.8335 0.0162 0.04 -0.01 0.06
C 6.0757 3.8133 0.2696 -0.05 -0.05 -0.06
C 5.8904 4.3165 1.7055 0.01 0.00 0.00
C 6.8496 1.4823 0.4884 -0.04 0.05 -0.03
C 7.0649 1.1917 1.9781 0.02 0.00 0.00
H 9.3703 2.2400 -1.3710 0.00 -0.01 0.01
H 10.5191 2.8998 -0.1944 0.00 0.00 -0.02
H 9.5812 1.4675 0.2049 0.00 0.01 0.01
H 8.5178 4.3104 -0.2398 0.04 0.00 0.02
H 8.6738 3.5222 1.3188 -0.02 -0.03 0.01
H 5.1357 3.3785 -0.0808 0.00 0.05 -0.02
H 6.2772 4.6728 -0.3771 0.03 0.00 0.01
H 5.4345 3.5646 2.3493 0.01 0.00 0.00
H 5.2388 5.1925 1.7059 -0.01 -0.01 0.01
H 6.8403 4.6121 2.1536 -0.01 0.02 -0.01
H 7.4699 0.7949 -0.0909 0.01 0.01 -0.01
H 5.8152 1.2570 0.2166 0.02 -0.04 0.01
H 8.0103 1.6087 2.3305 0.01 -0.03 0.00
H 7.1009 0.1133 2.1431 -0.02 0.00 0.01
H 6.2700 1.5977 2.6022 0.01 0.02 0.00

=====

HOMO level: -8.4316 -8.0387 (eV)
HOMO-LUMO gap: 8.9200 8.6442 (eV)